156
Properties=species:S:1:pos:R:3:forces:R:3 method="wB97M-V/def2-TZVPD" e_homo_ev=-10.66 charge=+1 homo_lumo_gap_ev=7.94 spin_multiplicity=1
Sr -19.31975 -6.53096 -9.06394 -0.109 -1.949 1.137
C -18.80721 -9.17047 -6.39087 0.236 -0.789 -1.411
O -19.07118 -8.87488 -7.75741 -0.045 0.701 0.036
H -19.57707 -9.81489 -5.96645 -0.726 0.315 0.380
H -17.96017 -9.85497 -6.34527 0.678 0.113 0.221
H -18.58233 -8.32127 -5.74559 -0.181 0.273 0.092
C -21.86712 -6.61920 -3.20922 -0.739 1.037 -0.564
C -23.24593 -5.90204 -3.09201 1.056 -0.301 1.133
O -23.23344 -4.98482 -1.97742 -0.091 -0.106 -0.882
O -20.90642 -5.80127 -3.89742 0.000 -0.055 -0.716
H -22.01907 -7.50967 -3.81921 0.348 -0.138 0.216
H -21.36159 -6.81296 -2.26317 -0.794 -0.665 0.319
H -24.04497 -6.63412 -2.97502 0.031 -0.180 0.256
H -23.47749 -5.34860 -4.00205 0.229 0.155 -0.050
H -22.50003 -5.22637 -1.40702 -0.109 -0.077 0.208
H -20.83274 -4.96477 -3.43218 0.018 0.192 0.036
C -20.01629 -11.04197 -3.23887 0.555 0.842 1.108
C -19.98812 -9.59104 -2.66232 0.300 -0.426 -1.230
O -20.96274 -9.39415 -1.65859 -0.402 0.218 -0.176
O -19.87434 -11.88588 -2.12261 0.321 -0.619 -0.053
H -19.17224 -11.24340 -3.89851 0.087 0.295 -0.073
H -20.92465 -11.26634 -3.79800 -0.304 0.213 -0.019
H -20.17243 -8.88443 -3.47154 -0.218 0.171 -0.004
H -19.01253 -9.32865 -2.25308 0.231 -0.375 -0.048
H -20.63510 -9.74597 -0.82765 0.027 -0.237 0.040
H -20.75009 -11.96801 -1.73799 -0.208 0.011 0.097
C -14.25579 -10.00521 -11.67886 -1.928 -1.356 0.369
C -15.04362 -8.96225 -12.43081 2.432 -0.489 -1.555
O -16.41751 -8.96071 -12.26480 -1.557 0.563 0.884
O -13.95127 -9.57926 -10.39187 1.799 0.874 0.498
H -13.41753 -10.36556 -12.27515 0.432 0.466 0.453
H -14.88185 -10.87597 -11.48407 -0.321 -0.469 -0.847
H -14.90075 -9.09674 -13.50300 0.598 0.013 -0.115
H -14.48807 -8.07044 -12.14073 -0.679 0.818 -0.016
H -16.77812 -9.02971 -13.15181 -0.343 -0.013 0.232
H -14.76356 -9.46892 -9.89227 -0.563 -0.170 0.219
C -19.08255 -15.04853 -10.60951 0.354 -0.394 1.073
C -19.47366 -16.25424 -9.68341 -1.562 0.622 -0.888
O -20.75225 -16.03375 -9.03997 0.182 0.211 0.100
O -18.37547 -14.04071 -9.91876 0.777 0.101 0.316
H -19.90667 -14.48226 -11.04340 -0.671 -1.063 -0.310
H -18.44201 -15.44182 -11.39889 0.074 0.103 -0.090
H -18.79983 -16.50426 -8.86393 0.500 0.366 -0.417
H -19.60972 -17.12352 -10.32678 0.383 -0.193 -0.027
H -21.42043 -16.51572 -9.53274 -0.057 0.099 0.007
H -19.00807 -13.37548 -9.63788 0.090 0.165 0.338
C -18.86566 -15.48128 -6.07928 0.264 -0.913 -0.304
C -18.68407 -14.09338 -5.50975 -0.644 -0.313 -0.466
O -18.09434 -13.28304 -6.49144 1.439 0.825 0.133
O -17.64579 -16.08588 -6.54275 -0.231 -0.056 0.785
H -19.56710 -15.54896 -6.91085 -0.350 0.580 0.008
H -19.26867 -16.13115 -5.30252 0.160 -0.172 0.091
H -18.10280 -14.13764 -4.58874 0.413 0.201 -0.260
H -19.64284 -13.64280 -5.25317 -0.384 -0.267 0.260
H -18.75448 -12.98230 -7.12023 -0.446 -0.032 -0.198
H -17.30772 -15.62498 -7.31403 -0.166 0.425 -0.008
C -13.87384 -7.67122 -5.70864 -1.164 -0.665 1.575
C -13.87029 -9.01454 -4.91763 0.328 0.689 -0.543
O -13.29255 -10.07112 -5.64655 0.521 0.298 -0.213
O -14.79961 -7.76194 -6.78703 0.814 0.129 -0.140
H -12.88155 -7.35107 -6.02640 0.102 -0.220 -0.077
H -14.27574 -6.92816 -5.01985 0.105 0.268 -0.018
H -14.88002 -9.36485 -4.70355 -0.357 0.710 0.307
H -13.33057 -8.83282 -3.98824 0.158 -0.254 0.117
H -14.04323 -10.53859 -6.02010 -0.147 -0.532 -0.112
H -14.31012 -8.39199 -7.32093 -0.509 -0.408 -0.850
C -21.98778 -10.96951 -8.03086 0.320 1.176 -1.420
C -21.09811 -11.90208 -8.82370 -2.175 -2.167 0.054
O -19.79205 -12.00437 -8.35402 0.497 0.007 0.466
O -21.63205 -9.63719 -8.47933 -1.449 -0.384 0.803
H -21.91530 -11.15703 -6.95956 0.718 0.272 0.261
H -23.06168 -11.09181 -8.17189 0.067 -0.257 -0.743
H -21.07698 -11.82957 -9.91108 -0.306 1.036 -0.103
H -21.59174 -12.86784 -8.71537 0.422 -0.545 0.236
H -19.48432 -11.09989 -8.26006 0.608 0.768 0.056
H -20.78456 -9.44683 -8.07053 1.280 0.765 0.172
C -22.58084 -6.29364 -8.08051 -0.901 -0.470 3.196
C -21.82751 -5.48583 -7.04177 0.528 0.155 -0.052
O -20.62570 -6.15748 -6.63041 -0.160 0.052 -1.442
O -21.96301 -6.20600 -9.29684 1.090 0.383 -2.136
H -23.60942 -5.93824 -8.14227 -0.081 -0.033 0.097
H -22.53401 -7.31616 -7.70587 -0.409 -0.362 -0.219
H -22.37884 -5.27331 -6.12581 -0.442 0.101 -0.356
H -21.54801 -4.56443 -7.55265 0.000 0.504 0.289
H -20.62159 -6.13310 -5.67073 0.248 0.008 0.744
H -22.65384 -6.21941 -9.96330 0.295 -0.033 -0.326
C -24.34582 -10.44827 -1.34970 1.359 -1.159 -0.123
C -23.89067 -11.93800 -1.38735 -1.196 0.891 -1.450
O -22.46351 -12.09032 -1.25261 -1.326 -0.014 0.538
O -23.65271 -9.68033 -2.36358 -1.179 -0.303 0.485
H -24.15027 -10.13235 -0.32497 0.094 0.757 -0.114
H -25.40984 -10.35990 -1.56911 0.101 -0.162 0.064
H -24.21583 -12.31245 -2.35800 0.339 -0.108 -0.420
H -24.51076 -12.53187 -0.71585 0.499 0.100 0.718
H -22.36421 -13.01006 -0.99606 0.329 -0.205 0.093
H -22.70535 -9.81080 -2.27935 0.697 0.071 0.573
C -21.16913 -8.25527 -11.72792 0.659 -1.631 0.177
C -21.22996 -9.65643 -12.36775 -0.553 0.363 -0.648
O -20.25613 -9.81505 -13.41102 0.031 0.320 0.636
O -19.94893 -8.23506 -10.96155 -0.297 0.991 -0.002
H -21.99413 -8.09948 -11.03280 0.076 -0.091 -0.096
H -21.14025 -7.50170 -12.51496 -0.121 0.194 -0.018
H -22.22589 -9.80646 -12.78451 -0.173 -0.124 0.037
H -21.02400 -10.45801 -11.65842 -0.053 0.332 0.196
H -20.54006 -9.27612 -14.15301 0.021 0.001 -0.217
H -19.31437 -8.68859 -11.52123 0.562 -0.171 0.029
C -25.85345 -8.77682 -5.23533 0.036 0.181 -0.098
C -24.33133 -9.04712 -5.46741 -1.841 2.178 1.129
O -24.02611 -10.27719 -4.95078 1.036 -1.307 -1.382
O -26.67251 -9.22950 -6.27716 -0.148 -0.500 -0.840
H -26.12808 -7.73590 -5.06453 0.552 0.433 0.236
H -26.22686 -9.34468 -4.38316 0.477 0.049 0.269
H -23.76042 -8.28670 -4.93458 0.042 0.376 0.290
H -24.08473 -8.82457 -6.50556 0.104 -0.987 -0.361
H -23.94301 -10.18949 -3.99841 0.051 0.127 0.816
H -26.41220 -8.77341 -7.08079 -0.121 -0.016 -0.161
C -22.97370 -14.38576 -6.42828 1.327 1.431 1.906
C -23.64278 -13.36300 -5.40064 0.962 0.536 -2.122
O -24.49906 -12.56158 -6.19928 -1.581 -1.050 -0.351
O -23.75175 -15.45843 -6.84332 -0.684 -0.244 -0.002
H -22.05121 -14.75546 -5.98058 0.176 -0.190 0.408
H -22.59093 -13.79764 -7.26237 -0.497 0.180 -0.230
H -23.00034 -12.56860 -5.02078 1.412 -0.697 0.163
H -24.00865 -13.82086 -4.48162 -0.985 -0.359 -0.367
H -24.24646 -11.63693 -6.14630 -0.085 -0.101 0.663
H -23.18412 -16.23243 -6.82591 -0.160 -0.074 -0.061
C -15.45552 -11.71415 -7.90850 1.654 -1.498 -0.827
C -16.46152 -11.23515 -8.88261 -1.004 0.843 1.006
O -16.37096 -9.80301 -9.01685 0.648 -0.288 -0.997
O -15.66468 -11.43711 -6.57799 -0.564 1.203 1.227
H -14.46812 -11.31888 -8.14708 0.088 0.058 -0.272
H -15.38776 -12.79984 -7.97761 0.063 -0.310 -0.502
H -17.44418 -11.45082 -8.46315 -0.134 -0.179 -0.158
H -16.38812 -11.80874 -9.80657 0.149 0.559 -0.333
H -17.03497 -9.35546 -8.48734 -0.707 -0.066 0.289
H -16.52971 -11.79992 -6.37379 -0.371 -0.360 0.556
C -17.07990 -6.80250 -3.61253 -0.410 0.885 -1.409
C -17.59279 -5.59757 -4.51158 0.967 -0.243 1.349
O -16.48199 -4.91278 -5.13560 -0.627 -0.672 -0.225
O -16.48971 -6.45810 -2.37730 -0.296 0.533 0.391
H -16.25634 -7.29385 -4.13060 -0.562 -0.346 -0.885
H -17.88332 -7.49090 -3.35037 -0.365 -0.061 -0.782
H -18.12823 -4.83135 -3.95093 -0.124 -0.252 0.528
H -18.30599 -5.91602 -5.27186 0.420 -0.340 -0.169
H -15.92626 -4.60076 -4.41768 0.237 0.098 -0.011
H -16.50479 -7.34803 -2.01759 0.624 0.269 1.071
C -16.33630 -5.11731 -8.73476 -0.790 -1.199 0.640
C -16.05860 -6.38225 -9.55607 1.890 0.924 0.759
O -17.13538 -6.82384 -10.30601 -1.759 0.594 -0.647
O -17.42956 -5.45916 -7.81200 0.359 0.404 -0.698
H -16.65389 -4.21003 -9.24864 0.186 -0.220 -0.480
H -15.48271 -4.88836 -8.09674 0.219 0.003 -0.385
H -15.78654 -7.21163 -8.90322 0.363 0.381 0.396
H -15.22269 -6.15857 -10.21888 0.239 -0.036 -0.029
H -16.78495 -7.41447 -10.97680 -0.257 -0.724 -0.526
H -16.96218 -5.51049 -6.97504 -0.270 -0.114 0.822